# 1
13
Properties=species:S:1:pos:R:3:lowdin_charge:R:1 method="wB97M-V/def2-TZVPD" total_energy_ha=-303.34362 s2=2.03 spin_multiplicity=3 total_charge=0
C 0.47536 0.80306 1.77988 -0.05
C 1.02369 -1.25541 1.17433 -0.14
C -0.29327 0.39246 0.67563 -0.18
C -0.06051 0.20831 -0.73043 -0.30
C -1.14960 0.22896 -1.74525 -0.08
N 1.16908 -0.35411 2.17827 0.08
N 0.12908 -0.85398 0.24839 0.02
H 0.48412 1.70782 2.39890 0.10
H 1.35369 -2.24554 1.23444 0.10
H 1.08352 0.93014 -1.37893 0.23
H -1.88187 -0.31329 -1.21506 0.06
H -0.95017 -0.46689 -2.53743 0.07
H -1.38313 1.21846 -2.08273 0.08

***

# 2
14
Properties=species:S:1:pos:R:3:lowdin_charge:R:1 method="wB97M-V/def2-TZVPD" total_energy_ha=-378.71490 smiles="O=C1NC=N[C@@H]2C[C@@H]12" total_charge=0
C -1.49110 -0.16861 -0.06909 -0.49
C 0.37026 1.72758 -0.17679 -0.11
C 0.83777 -0.20689 0.52081 -0.30
C 1.03985 -1.70804 0.06956 -0.01
C -0.17216 -0.88005 -0.40985 -0.17
H -1.84234 1.97986 -0.13782 0.20
H 0.23971 2.76788 -0.19900 0.09
H 0.53685 -0.07485 1.59245 0.17
H 1.07625 -2.35188 0.95025 0.09
H 1.58504 -2.02841 -0.93784 0.15
H 0.09295 -0.51619 -1.38037 0.12
N -1.08538 1.17285 0.33235 0.05
N 1.35038 0.95970 -0.16657 0.09
O -2.53808 -0.67293 0.01190 0.13

***

# 3
14
Properties=species:S:1:pos:R:3:lowdin_charge:R:1 method="wB97M-V/def2-TZVPD" total_energy_ha=-378.80115 smiles="[H]/N=C1/N=CC=C1CO" total_charge=0
C -1.45542 -0.36284 -0.43804 -0.23
C -0.10038 0.04971 0.04263 -0.15
C 0.86972 0.40734 -0.84071 0.00
C 2.01618 0.66832 0.01292 -0.13
C 0.47163 0.23401 1.38417 -0.44
H -0.88589 -1.42320 -2.07312 0.12
H -2.15397 0.45523 -0.25164 0.13
H -1.78580 -1.19649 0.23194 0.13
H 0.78553 0.46823 -1.95412 0.13
H 3.03274 1.03615 -0.35302 0.13
H -1.01146 -0.05358 2.26006 0.03
N 1.85326 0.51665 1.30465 0.11
N -0.06884 -0.04304 2.46331 0.24
O -1.56729 -0.75649 -1.78903 -0.07

***

# 4
14
Properties=species:S:1:pos:R:3:lowdin_charge:R:1 method="wB97M-V/def2-TZVPD" total_energy_ha=-378.66886 smiles="C#CC(=O)/C=N/NC" total_charge=0
C 0.86973 -2.13666 1.06666 -0.06
C -0.04201 0.04002 -0.77110 -0.14
C -0.87449 0.88186 -1.41067 -0.43
C -0.90388 2.27392 -0.87516 0.00
C -1.43454 3.43296 -0.56159 0.16
H 1.76641 -2.73133 1.48249 0.09
H 1.02693 -2.62686 0.04136 0.08
H -0.03687 -2.44688 1.56444 0.06
H 1.30415 -0.28259 1.98208 0.07
H -0.02751 -0.92912 -1.14908 0.10
H -1.71204 4.47730 -0.57772 0.03
N 1.28804 -0.60017 1.06644 -0.05
N 0.41485 0.26257 0.44889 0.05
O -1.63877 0.38499 -2.30703 0.05

***

# 5
14
Properties=species:S:1:pos:R:3:lowdin_charge:R:1 method="wB97M-V/def2-TZVPD" total_energy_ha=-378.75456 total_charge=0
C -1.55936 0.68141 -0.16418 -0.03
C 1.82798 0.40930 0.83877 -0.29
C -0.79933 -0.59738 -0.37984 -0.46
C 2.26167 0.76677 -0.21552 0.11
O 1.29770 0.02894 1.97465 0.05
N -0.69323 -1.57543 0.40921 0.16
C -0.16524 -0.68496 -1.66076 -0.20
N 0.30536 -0.70814 -2.70412 0.18
H 1.29517 -0.93945 2.03839 0.12
H -1.18454 -1.45342 1.29493 0.07
H 2.69379 1.09886 -1.10284 0.02
H -1.50368 0.97601 0.87917 0.08
H -2.60413 0.51574 -0.41873 0.09
H -1.17220 1.48179 -0.78915 0.09

***

# 6
14
Properties=species:S:1:pos:R:3:lowdin_charge:R:1 method="wB97M-V/def2-TZVPD" total_energy_ha=-378.65444 smiles="CC(=C/C#N)/C=N/O" total_charge=0
C 2.41404 -0.00685 -1.00622 -0.03
C 1.06864 0.10965 -0.16983 -0.24
C -0.11999 -0.30966 -1.01023 -0.11
C 1.08395 0.27627 1.17406 -0.06
C -0.22849 0.42628 1.76759 -0.21
H 2.38419 0.41944 -2.04115 0.10
H 2.45893 -1.16865 -0.91681 0.13
H 2.99430 0.19218 -0.27297 -0.02
H 0.59584 -0.85020 -1.97509 0.19
H -2.80668 -0.87446 -1.13705 0.04
H 1.83899 0.55920 1.73419 0.06
N -1.33653 -0.35172 -0.65905 -0.03
N -0.96192 1.03131 2.52609 0.13
O -2.08567 -0.75110 -1.62407 0.04

***

# 7
14
Properties=species:S:1:pos:R:3:lowdin_charge:R:1 method="wB97M-V/def2-TZVPD" total_energy_ha=-378.73829 smiles="[H]/N=C(/N)c1ccoc1" total_charge=0
C 1.42208 -0.28840 0.02142 -0.41
C -0.06829 -0.10028 0.31628 -0.25
C -0.91512 0.84857 0.69212 -0.08
C -2.10659 0.48487 0.14495 -0.18
C -0.85741 -1.12209 -0.32016 -0.05
H 2.87008 1.07868 -0.71673 0.10
H 1.36018 1.27326 -1.32351 0.04
H 1.25428 -1.80605 1.20674 0.08
H -0.79864 1.85224 1.41219 0.19
H -3.20442 0.84493 0.03354 0.16
H -0.43594 -2.02603 -1.02041 0.18
N 1.84714 1.03281 -0.53068 0.13
N 1.83805 -1.34180 0.50126 0.12
O -2.20540 -0.73072 -0.41703 -0.01

***

# 8
14
Properties=species:S:1:pos:R:3:lowdin_charge:R:1 method="wB97M-V/def2-TZVPD" total_energy_ha=-378.80887 smiles="[H]/N=C(/C)C(=C)N=C=O" total_charge=0
C 1.31969 1.01566 0.47157 -0.04
C -0.79679 -0.51147 0.21268 -0.35
C 0.25037 0.47606 -0.42877 -0.40
C -1.82067 -0.13387 0.95933 0.07
N -0.41590 -1.77403 -0.12394 0.18
N -0.09588 1.12660 -1.46790 0.16
C 0.60741 -1.88280 -0.82044 -0.28
O 1.47024 -2.45009 -1.37080 0.21
H -0.82052 0.67905 -2.02488 0.07
H 0.91623 1.37100 1.41579 0.08
H 2.05425 0.24550 0.69256 0.08
H 1.85342 1.82911 -0.01087 0.08
H -2.14030 0.89154 0.99814 0.07
H -2.38155 -0.88226 1.49753 0.06

***

# 9
14
Properties=species:S:1:pos:R:3:lowdin_charge:R:1 method="wB97M-V/def2-TZVPD" total_energy_ha=-378.72193 total_charge=0
C -1.10687 -1.55618 0.20799 -0.19
C -0.91100 1.47238 0.53688 -0.14
C -1.65524 -0.44670 -0.57844 -0.16
C 1.24760 0.77746 -0.54728 -0.11
C 2.19021 -0.09582 0.11358 -0.13
N -0.65885 -2.47284 0.70729 0.17
N 0.24711 1.18723 0.12002 0.05
O -2.00903 0.72493 0.15388 -0.03
H -1.13436 2.35094 0.94744 0.10
H -0.99473 -0.27910 -1.38857 0.11
H -2.50104 -0.95351 -0.90976 0.11
H 2.15718 -0.86076 -0.59654 0.05
H 2.02669 -0.45562 1.07011 0.04
H 3.10234 0.60758 0.16340 0.12

***

no.,largest force on an atom (eV/A)
1,7.13
2,5.82
3,3.55
4,8.30
5,0.96
6,7.64
7,7.28
8,4.44
9,4.68